[1]
# C8H15N5S

The molecule C8H15N5S at a distorted geometry (ωB97M-V/def2-TZVPD, the OMol25 dataset).

Cartesian coordinates (Å):
C1 -0.035 -2.772 -1.946
C2 1.524 -2.372 -1.294
N1 1.432 -1.343 -0.153
C3 0.526 -0.385 -0.178
N2 0.568 0.300 1.054
C4 -0.229 1.355 0.993
N3 -0.219 2.176 2.028
C5 0.565 1.818 3.219
C6 -0.444 0.878 4.007
N4 -1.009 1.833 -0.073
C7 -0.844 1.103 -1.134
S1 -1.518 1.938 -2.487
C8 -1.030 0.523 -3.645
N5 -0.223 -0.171 -1.163
H1 -0.872 -3.424 -1.258
H2 -0.603 -1.687 -2.276
H3 0.225 -3.559 -2.798
H4 2.034 -1.791 -2.113
H5 2.228 -3.186 -0.798
H6 1.477 -1.740 0.893
H7 -0.795 2.967 2.069
H8 0.698 2.795 3.634
H9 1.575 1.754 2.755
H10 -0.663 -0.009 3.399
H11 -1.439 1.626 4.087
H12 0.076 0.593 4.921
H13 -1.277 1.079 -4.687
H14 -1.664 -0.323 -3.324
H15 -0.063 0.026 -3.734

The SMILES is CCNc1nc(NCC)nc(SC)n1.



[2]
# C29H75BN23O15

A cluster of 12 separate species, C29H75BN23O15 in total at a distorted geometry (ωB97M-V/def2-TZVPD, the OMol25 dataset).

Cartesian coordinates (Å):
C1 0.850 -4.101 0.374
C2 1.871 -2.961 0.550
C3 1.744 -1.911 -0.561
C4 2.524 -0.616 -0.301
C5 1.704 0.409 0.498
C6 0.579 0.973 -0.371
C7 -0.621 1.470 0.418
C8 -1.734 1.956 -0.494
C9 -3.017 2.331 0.233
C10 -3.751 1.133 0.856
C11 -3.805 -0.155 -0.008
C12 -2.965 -1.245 0.627
C13 -3.288 -1.797 1.876
C14 -4.563 -1.464 2.612
O1 -5.535 -0.991 2.116
O2 -4.526 -1.765 3.963
C15 -2.432 -2.715 2.489
C16 -1.277 -3.096 1.865
N1 -1.017 -2.588 0.656
C17 -1.797 -1.704 0.008
C18 -1.333 -1.274 -1.338
B1 -2.295 -1.775 -2.512
O3 -2.736 -0.968 -3.511
O4 -2.675 -3.091 -2.459
H1 0.091 -4.098 1.164
H2 1.341 -5.073 0.403
H3 0.344 -4.039 -0.599
H4 1.705 -2.466 1.513
H5 2.869 -3.389 0.547
H6 2.135 -2.371 -1.475
H7 0.679 -1.719 -0.739
H8 3.452 -0.874 0.216
H9 2.823 -0.178 -1.258
H10 1.286 -0.117 1.361
H11 2.369 1.205 0.835
H12 0.950 1.756 -1.036
H13 0.272 0.149 -1.027
H14 -0.961 0.692 1.115
H15 -0.296 2.322 1.023
H16 -1.382 2.839 -1.031
H17 -1.961 1.213 -1.267
H18 -2.791 3.016 1.054
H19 -3.678 2.869 -0.450
H20 -3.306 0.905 1.828
H21 -4.772 1.447 1.078
H22 -3.503 0.040 -1.034
H23 -4.831 -0.519 -0.045
H24 -5.083 -2.547 4.092
H25 -2.674 -3.097 3.466
H26 -0.571 -3.775 2.322
H27 -0.152 -2.876 0.202
H28 -1.136 -0.205 -1.375
H29 -0.370 -1.763 -1.532
H30 -2.241 -0.140 -3.576
H31 -3.481 -3.234 -2.974
C19 5.094 -5.501 1.326
O5 4.334 -4.845 0.623
N2 4.704 -6.122 2.466
N3 6.415 -5.669 1.012
H32 5.334 -6.691 3.011
H33 3.747 -6.028 2.746
H34 6.755 -5.226 0.179
H35 7.049 -6.183 1.597
C20 0.466 5.579 1.000
O6 0.156 4.570 0.373
N4 -0.243 6.733 0.949
N5 1.567 5.617 1.808
H36 0.019 7.558 1.466
H37 -1.056 6.752 0.364
H38 2.123 4.786 1.871
H39 1.839 6.433 2.324
C21 -4.294 1.172 -6.126
O7 -3.528 1.615 -5.285
N6 -4.828 1.952 -7.109
N7 -4.671 -0.142 -6.139
H40 -5.459 1.609 -7.808
H41 -4.568 2.920 -7.116
H42 -4.286 -0.723 -5.418
H43 -5.294 -0.541 -6.815
C22 1.257 -4.107 -4.262
O8 1.872 -5.055 -3.813
N8 1.688 -3.385 -5.337
N9 0.071 -3.685 -3.709
H44 1.191 -2.603 -5.719
H45 2.551 -3.669 -5.762
H46 -0.290 -4.207 -2.934
H47 -0.460 -2.918 -4.076
C23 0.649 -4.382 5.292
O9 0.508 -4.119 4.102
N10 1.876 -4.578 5.841
N11 -0.406 -4.498 6.149
H48 2.022 -4.792 6.809
H49 2.670 -4.498 5.234
H50 -1.325 -4.365 5.775
H51 -0.305 -4.713 7.123
C24 6.832 -9.394 2.310
O10 6.278 -8.561 3.025
N12 7.126 -10.645 2.764
N13 7.164 -9.134 1.022
H52 7.567 -11.345 2.199
H53 6.884 -10.861 3.712
H54 6.936 -8.229 0.652
H55 7.568 -9.809 0.402
C25 0.584 10.590 2.075
O11 0.277 9.408 2.184
N14 0.910 11.148 0.884
N15 0.620 11.420 3.160
H56 1.171 12.110 0.783
H57 0.887 10.559 0.063
H58 0.385 11.025 4.051
H59 0.870 12.389 3.105
C26 -3.919 1.475 6.983
O12 -3.565 2.018 8.011
N16 -3.530 0.201 6.655
N17 -4.733 2.086 6.068
H60 -3.810 -0.266 5.814
H61 -2.936 -0.273 7.308
H62 -5.036 3.019 6.276
H63 -5.040 1.650 5.219
C27 4.853 -9.042 -1.775
O13 5.999 -9.432 -1.610
N18 4.288 -8.935 -3.013
N19 4.056 -8.675 -0.729
H64 3.351 -8.612 -3.168
H65 4.852 -9.195 -3.799
H66 4.448 -8.737 0.194
H67 3.118 -8.338 -0.839
C28 0.551 9.748 -2.944
O14 0.981 9.941 -1.813
N20 0.419 8.504 -3.469
N21 0.161 10.776 -3.753
H68 0.037 8.326 -4.381
H69 0.690 7.729 -2.892
H70 0.239 11.705 -3.383
H71 -0.200 10.645 -4.679
C29 -3.394 9.446 -4.520
O15 -2.750 8.463 -4.847
N22 -4.307 10.030 -5.353
N23 -3.248 10.044 -3.301
H72 -4.848 10.836 -5.105
H73 -4.436 9.614 -6.256
H74 -2.577 9.642 -2.672
H75 -3.755 10.860 -3.018

As for the total charge: +1.



[3]
# C10H11BMoN5O7S

A structure of composition C10H11BMoN5O7S (ωB97M-V/def2-TZVPD, the OMol25 dataset).

Cartesian coordinates (Å):
Mo1 -1.707 -0.123 0.113
C1 1.244 -0.811 -2.292
C2 1.385 -0.473 -0.856
N1 0.415 -0.169 -0.012
C3 0.984 0.011 1.238
C4 2.326 -0.165 1.141
N2 2.553 -0.456 -0.180
C5 3.462 0.050 2.108
O1 3.514 -0.751 3.166
O2 4.277 0.889 1.878
C6 0.064 0.233 2.362
O3 0.349 0.476 3.486
O4 -1.247 0.076 1.934
H1 0.220 -0.639 -2.619
H2 1.475 -1.867 -2.445
H3 1.918 -0.210 -2.903
H4 3.461 -0.633 -0.587
H5 2.753 -1.344 3.219
S1 -1.975 4.480 0.691
C7 -1.097 4.147 -0.737
C8 -1.007 2.812 -0.931
N3 -1.625 2.066 0.049
C9 -2.180 2.833 0.965
H6 -0.702 4.934 -1.357
H7 -0.525 2.318 -1.760
H8 -2.707 2.440 1.822
O5 -4.895 0.444 -1.709
N4 -3.903 0.268 -1.116
O6 -3.825 0.036 0.149
O7 -2.713 0.293 -1.667
B1 0.342 -3.906 -0.566
C10 -0.800 -2.893 -0.407
N5 -1.645 -2.081 -0.361
H9 1.303 -3.319 -0.096
H10 0.063 -4.903 0.040
H11 0.444 -4.064 -1.760

The calculation puts the energy above the lowest of the compared OMol25 structures with the same formula, charge and spin at 37.1 kJ/mol. Its expectation value of S² is 2.012. As for the multiplicity: 3. As for the total charge: +1.



[4]
# C24H26Cl3N2O2P2SiTi

A structure of composition C24H26Cl3N2O2P2SiTi at a distorted geometry (ωB97M-V/def2-TZVPD, the OMol25 dataset).

Cartesian coordinates (Å):
Ti1 0.058 0.121 -1.577
O1 -0.070 -1.426 -2.592
C1 0.581 -1.986 -3.594
C2 0.008 -3.047 -4.296
C3 0.663 -3.602 -5.379
C4 1.911 -3.120 -5.779
C5 2.499 -2.099 -5.054
C6 1.865 -1.529 -3.949
C7 2.580 -0.565 -3.125
N1 2.056 -0.042 -2.071
N2 2.954 0.637 -1.228
C8 2.265 1.187 -0.278
O2 0.982 1.149 -0.232
C9 2.968 1.852 0.861
C10 2.204 2.404 1.878
C11 2.826 3.008 2.965
C12 4.212 3.065 3.028
C13 4.975 2.514 2.004
C14 4.355 1.906 0.923
H1 -0.966 -3.397 -3.980
H2 0.197 -4.412 -5.926
H3 2.418 -3.547 -6.633
H4 3.481 -1.730 -5.335
H5 3.623 -0.344 -3.338
H6 1.123 2.354 1.800
H7 2.226 3.435 3.759
H8 4.699 3.539 3.871
H9 6.056 2.560 2.048
H10 4.930 1.468 0.118
C15 -0.517 -3.013 0.455
P1 -0.666 -1.227 0.814
C16 0.399 -1.085 2.300
C17 -2.346 -1.100 1.564
C18 -3.106 -2.248 1.792
C19 -4.411 -2.172 2.262
C20 -4.980 -0.932 2.505
C21 -4.219 0.211 2.303
C22 -2.907 0.145 1.844
P2 -1.895 1.677 1.629
C23 -1.863 2.218 3.392
C24 -3.142 2.838 0.948
H11 -0.551 -3.644 1.346
H12 0.443 -3.154 -0.045
H13 -1.295 -3.309 -0.247
H14 -0.033 -1.624 3.146
H15 0.526 -0.033 2.559
H16 1.386 -1.494 2.074
H17 -2.694 -3.225 1.588
H18 -4.979 -3.080 2.423
H19 -6.006 -0.853 2.844
H20 -4.663 1.182 2.496
H21 -2.865 2.296 3.821
H22 -1.376 3.192 3.457
H23 -1.282 1.508 3.982
H24 -3.703 2.328 0.166
H25 -2.626 3.675 0.477
H26 -3.821 3.221 1.716
Cl1 -1.790 3.547 -3.169
Si1 -0.033 2.323 -3.039
Cl2 -0.342 1.080 -4.770
Cl3 -2.319 0.402 -1.524

The calculation puts the energy above the lowest of the compared OMol25 structures with the same formula, charge and spin at 74.4 kJ/mol. Its expectation value of S² is 2.032. As for the multiplicity: 3. As for the total charge: -1.



[5]
# CH3F2N3

The molecule CH3F2N3 at a distorted geometry (ωB97M-V/def2-TZVPD, the OMol25 dataset).

Cartesian coordinates (Å):
C1 0.127 0.201 -0.013
N1 1.690 0.723 0.143
N2 -0.910 1.085 -0.001
N3 -0.007 -1.109 -0.142
F1 2.463 -0.435 -0.094
F2 -1.472 -1.524 0.135
H1 -0.762 2.081 -0.025
H2 -1.862 0.742 -0.213
H3 0.733 -1.763 0.210

The calculation puts the energy above the lowest of the compared OMol25 structures with the same formula, charge and spin at 0.0 kJ/mol. Its expectation value of S² is 2.013. As for the multiplicity: 3.



[6]
# C5H12O3

A cluster of 2 separate species, C5H12O3 in total at a distorted geometry (ωB97M-V/def2-TZVPD, the OMol25 dataset).

Cartesian coordinates (Å):
O1 -2.795 -2.128 -2.120
C1 -1.957 -1.342 -1.857
C2 -2.571 -0.091 -1.140
C3 -1.681 0.392 0.067
C4 -0.144 0.046 -0.009
C5 0.669 0.938 0.875
O2 1.523 1.841 0.201
H1 -1.076 -1.445 -2.325
H2 -2.503 0.698 -1.841
H3 -3.680 -0.289 -0.914
H4 -1.677 1.595 0.128
H5 -2.205 -0.078 0.994
H6 0.359 0.324 -1.037
H7 -0.065 -1.128 0.064
H8 0.057 1.701 1.469
H9 1.287 0.424 1.663
H10 2.050 1.431 -0.589
O3 4.507 -1.170 2.029
H11 4.771 -0.480 1.474
H12 5.128 -1.241 2.867

The calculation puts the energy above the lowest of the compared OMol25 structures with the same formula, charge and spin at 349.7 kJ/mol. The SMILES is O=CCCCCO.O.



[7]
# C20H22N2O2

The molecule C20H22N2O2 (ωB97M-V/def2-TZVPD, the OMol25 dataset).

Cartesian coordinates (Å):
N1 -1.981 -4.221 0.345
C1 -1.384 -3.018 0.166
O1 -0.212 -2.839 0.401
C2 -2.327 -1.924 -0.324
C3 -1.539 -0.830 -1.045
C4 -2.449 0.350 -1.391
N2 -3.100 0.857 -0.207
C5 -2.852 2.024 0.433
O2 -3.432 2.322 1.460
C6 -1.810 2.949 -0.184
C7 -0.441 2.328 -0.110
C8 0.413 2.312 -1.205
C9 1.651 1.704 -1.126
C10 2.073 1.099 0.055
C11 3.387 0.445 0.136
C12 3.841 -0.364 -0.902
C13 5.077 -0.977 -0.826
C14 5.882 -0.788 0.285
C15 5.440 0.016 1.323
C16 4.201 0.625 1.251
C17 1.223 1.131 1.158
C18 -0.016 1.735 1.075
C19 -3.920 -0.141 0.447
C20 -3.049 -1.318 0.887
H1 -2.960 -4.368 0.180
H2 -1.435 -4.981 0.716
H3 -3.067 -2.360 -1.005
H4 -0.728 -0.498 -0.396
H5 -1.095 -1.230 -1.958
H6 -3.232 0.014 -2.085
H7 -1.872 1.129 -1.880
H8 -1.830 3.867 0.409
H9 -2.074 3.203 -1.212
H10 0.109 2.783 -2.131
H11 2.307 1.713 -1.984
H12 3.209 -0.529 -1.762
H13 5.414 -1.609 -1.636
H14 6.849 -1.266 0.342
H15 6.065 0.169 2.191
H16 3.867 1.263 2.057
H17 1.526 0.653 2.077
H18 -0.670 1.748 1.934
H19 -4.694 -0.481 -0.250
H20 -4.394 0.332 1.309
H21 -2.304 -0.962 1.601
H22 -3.668 -2.068 1.382

The calculation puts the energy above the lowest of the compared OMol25 structures with the same formula, charge and spin at 0.0 kJ/mol. The SMILES is NC(=O)C1CCN(C(=O)Cc2ccc(-c3ccccc3)cc2)CC1.



[8]
# C47H34N4OOs

A structure of composition C47H34N4OOs (ωB97M-V/def2-TZVPD, the OMol25 dataset).

Cartesian coordinates (Å):
Os1 0.319 -0.031 -0.007
C1 2.711 7.261 0.502
C2 1.504 6.942 1.108
C3 1.028 5.639 1.066
C4 1.769 4.656 0.419
C5 2.977 4.975 -0.191
C6 3.446 6.281 -0.150
C7 1.268 3.251 0.371
C8 0.231 2.970 -0.574
C9 -0.372 3.924 -1.412
C10 -1.248 3.245 -2.230
C11 -1.157 1.877 -1.892
N1 -0.252 1.722 -0.859
C12 -1.774 0.821 -2.595
C13 -1.469 -0.539 -2.438
C14 -2.046 -1.611 -3.170
C15 -1.404 -2.757 -2.782
C16 -0.466 -2.390 -1.784
C17 0.385 -3.303 -1.101
C18 0.454 -4.683 -1.640
C19 0.969 -4.886 -2.921
C20 1.063 -6.169 -3.436
C21 0.616 -7.250 -2.687
C22 0.085 -7.050 -1.421
C23 0.012 -5.770 -0.891
C24 1.127 -2.995 0.033
N2 1.125 -1.776 0.686
C25 1.845 -1.931 1.831
C26 2.057 -0.910 2.801
C27 2.125 -1.291 4.197
C28 2.525 -0.426 5.242
C29 2.586 -0.864 6.546
C30 2.218 -2.166 6.872
C31 1.740 -3.014 5.882
C32 1.681 -2.582 4.574
C33 2.192 0.474 2.356
C34 3.109 1.450 2.847
C35 2.887 2.597 2.148
C36 1.843 2.334 1.214
N3 1.471 0.989 1.340
C37 2.363 -3.261 1.891
C38 1.958 -3.901 0.759
N4 -0.531 -1.050 -1.562
C39 -2.763 1.196 -3.632
C40 -3.915 1.895 -3.273
C41 -4.836 2.257 -4.244
C42 -4.599 1.949 -5.575
C43 -3.446 1.266 -5.940
C44 -2.533 0.881 -4.971
H1 3.080 8.277 0.536
H2 0.933 7.707 1.617
H3 0.086 5.388 1.537
H4 3.548 4.209 -0.702
H5 4.385 6.529 -0.626
H6 -0.151 4.978 -1.412
H7 -1.858 3.655 -3.017
H8 -2.842 -1.526 -3.890
H9 -1.588 -3.759 -3.131
H10 1.317 -4.043 -3.505
H11 1.486 -6.323 -4.419
H12 0.683 -8.250 -3.093
H13 -0.273 -7.891 -0.842
H14 -0.409 -5.614 0.094
H15 2.777 0.602 5.057
H16 2.912 -0.184 7.320
H17 2.274 -2.507 7.898
H18 1.395 -4.008 6.132
H19 1.240 -3.239 3.839
H20 3.876 1.284 3.579
H21 3.404 3.537 2.252
H22 3.020 -3.642 2.654
H23 2.215 -4.898 0.445
H24 -4.096 2.144 -2.235
H25 -5.737 2.786 -3.960
H26 -5.311 2.247 -6.334
H27 -3.254 1.037 -6.979
H28 -1.626 0.363 -5.256
C45 -2.778 1.433 1.965
C46 -2.713 0.060 1.391
C47 -3.972 -0.703 1.136
O1 -1.633 -0.466 1.119
H29 -3.113 1.348 3.004
H30 -3.533 2.027 1.448
H31 -1.805 1.919 1.935
H32 -4.851 -0.221 1.557
H33 -3.871 -1.715 1.525
H34 -4.091 -0.783 0.051

Its expectation value of S² is 6.113. As for the multiplicity: 5. As for the total charge: +2.



[9]
# C3H10NS

A structure of composition C3H10NS at a distorted geometry (ωB97M-V/def2-TZVPD, the OMol25 dataset).

Cartesian coordinates (Å):
C1 0.401 0.321 1.486
C2 0.248 1.318 -0.758
C3 0.531 -1.232 -0.268
N1 0.012 0.122 0.061
S1 1.276 -1.415 -1.711
H1 -0.137 1.111 1.956
H2 0.048 -0.622 1.912
H3 1.489 0.629 1.255
H4 1.300 1.289 -1.172
H5 -0.433 1.226 -1.599
H6 0.268 2.128 -0.115
H7 -2.960 -1.167 0.377
H8 -2.447 -0.688 -0.007
H9 -0.972 -0.297 0.028
H10 1.378 -2.724 -1.444

The calculation puts the energy above the lowest of the compared OMol25 structures with the same formula, charge and spin at 513.1 kJ/mol. As for the total charge: +1.



Let's list total energy in order: -26821.3316 -96959.5987 -45690.2790 -119530.9794 -10983.2881 -11519.1412 -28174.1422 -59752.4685 -15586.7837 eV.